{"formula": "C38H35Cl2N12O12SSc", "method": "ωB97M-V with the def2-TZVPD basis set", "charge": -2, "orbital_gap_ev": 5.02, "mol_weight_g_mol": 999.7, "homo_ha": -0.049, "e_lumo_ha": 0.136, "energy_ev": -139009.9811, "symbols": ["Sc", "O", "C", "O", "C", "C", "C", "C", "C", "C", "O", "N", "O", "O", "N", "O", "O", "H", "H", "C", "N", "C", "C", "O", "N", "C", "N", "H", "H", "H", "H", "H", "H", "H", "C", "C", "N", "C", "C", "N", "C", "N", "N", "N", "C", "C", "C", "C", "C", "C", "H", "H", "H", "H", "H", "H", "H", "H", "H", "H", "H", "Cl", "C", "C", "C", "C", "C", "Cl", "C", "N", "H", "H", "H", "C", "C", "C", "C", "C", "C", "C", "S", "O", "O", "N", "C", "C", "C", "O", "O", "H", "H", "H", "H", "H", "H", "H", "H", "H", "H", "H", "H"], "xyz": [[0.7811, 0.5920, 0.0157], [-0.3772, 4.5923, -0.7452], [-0.1930, 3.3973, -0.9786], [0.2992, 2.5888, -0.1122], [-0.5367, 2.8357, -2.3360], [-1.3412, 3.5606, -3.1676], [-1.6977, 3.0776, -4.4385], [-1.2616, 1.8229, -4.8477], [-0.4748, 1.0509, -4.0108], [-0.0534, 1.5246, -2.7113], [0.7503, 0.8656, -2.0066], [-0.0959, -0.2362, -4.4404], [0.2666, -1.0788, -3.6250], [-0.1506, -0.4861, -5.6487], [-2.4870, 3.8662, -5.2933], [-2.7148, 3.4585, -6.4320], [-2.9055, 4.9472, -4.8835], [-1.7102, 4.5255, -2.8498], [-1.5517, 1.4396, -5.8174], [1.4923, 2.7959, 5.2115], [0.6829, 1.9849, 4.3464], [0.4627, 0.5882, 4.6151], [-0.1585, 0.1170, 3.2755], [-0.6492, -0.9708, 3.0878], [-0.0711, 1.1519, 2.3961], [0.4791, 2.1865, 3.0146], [0.6633, 3.3572, 2.4166], [1.1333, 2.6828, 6.2370], [1.3977, 3.8432, 4.9284], [2.5482, 2.5043, 5.1699], [-0.2183, 0.4242, 5.4532], [1.4021, 0.0540, 4.7986], [0.5246, 3.2996, 1.3830], [1.2989, 4.0320, 2.8046], [0.0813, -3.1204, -0.2552], [1.1939, -2.5917, -1.0755], [1.7501, -1.4143, -0.9239], [2.7824, -1.3505, -1.8189], [2.8529, -2.5171, -2.5117], [1.8392, -3.3108, -2.0334], [1.4647, -4.5851, -2.5567], [1.5084, -5.6469, -1.5813], [0.7135, -6.7234, -1.7753], [0.8833, -7.5727, -0.8375], [1.8059, -7.0883, 0.0352], [2.3192, -7.6172, 1.2231], [3.2587, -6.8651, 1.8952], [3.6899, -5.6258, 1.4117], [3.1951, -5.0790, 0.2422], [2.2411, -5.8224, -0.4423], [-0.3866, -2.2788, 0.2534], [0.4593, -3.8079, 0.5033], [-0.6563, -3.6392, -0.8660], [3.4016, -0.4762, -1.9048], [3.4978, -2.8442, -3.3028], [2.1361, -4.8180, -3.3972], [0.4336, -4.5532, -2.9368], [1.9690, -8.5673, 1.5963], [3.6689, -7.2371, 2.8250], [4.4192, -5.0651, 1.9746], [3.5217, -4.1128, -0.1035], [3.2750, 2.2284, -0.8498], [4.3319, 1.4605, 0.3242], [5.6731, 1.7248, 0.3654], [6.4769, 1.0992, 1.3169], [5.8876, 0.2262, 2.2278], [4.5396, -0.0090, 2.1865], [3.8133, -1.0533, 3.3801], [3.6312, 0.5821, 1.2368], [2.3598, 0.3996, 1.2285], [6.0940, 2.4263, -0.3419], [7.5366, 1.2990, 1.3520], [6.4918, -0.2625, 2.9817], [-2.3499, 4.4134, 2.3090], [-3.3801, 3.7042, 1.4863], [-3.3781, 3.8117, 0.0994], [-4.2649, 3.0688, -0.6589], [-5.1720, 2.2484, -0.0182], [-5.2326, 2.1723, 1.3597], [-4.3306, 2.9024, 2.1103], [-6.1200, 1.1071, -1.0089], [-6.5919, 1.7531, -2.2034], [-7.1228, 0.4858, -0.1756], [-5.0335, -0.0648, -1.4418], [-4.5362, -0.8376, -0.3174], [-3.1310, -1.3696, -0.5895], [-2.1333, -0.2014, -0.8005], [-2.4346, 0.6756, -1.6166], [-1.0732, -0.2448, -0.1212], [-1.6276, 4.9093, 1.6663], [-1.8242, 3.6781, 2.9147], [-2.8127, 5.1406, 2.9789], [-2.6529, 4.4452, -0.3858], [-4.2554, 3.1033, -1.7366], [-5.9801, 1.5423, 1.8198], [-4.3409, 2.8287, 3.1903], [-4.2296, 0.3662, -1.9108], [-5.2402, -1.6586, -0.1448], [-4.5094, -0.2194, 0.5901], [-3.1348, -1.9703, -1.5016], [-2.7961, -1.9759, 0.2516]], "forces_ev_per_angstrom": [[1.268, -0.083, 1.454], [-0.108, -0.002, -0.076], [0.099, 0.361, -0.196], [-0.433, 0.412, -0.015], [0.052, -0.166, 0.153], [0.082, -0.004, -0.015], [0.810, -1.007, 0.854], [-0.079, 0.024, -0.115], [-0.301, 1.365, 0.671], [-0.126, 0.306, -0.579], [-0.030, 0.064, -0.682], [0.423, -1.591, -0.551], [-0.355, 0.374, -0.331], [-0.027, 0.131, 0.137], [-0.678, 0.723, -0.887], [0.002, 0.055, 0.215], [0.086, -0.272, -0.065], [0.111, 0.020, 0.058], [0.054, 0.028, 0.114], [0.088, -0.060, -0.131], [0.166, 0.103, 0.071], [-0.091, -0.425, -0.144], [0.208, 0.296, 0.575], [-0.022, -0.311, 0.029], [-0.249, 0.169, -0.813], [-0.411, -0.179, 0.358], [0.248, -0.114, -0.260], [0.053, 0.075, -0.029], [0.018, 0.048, 0.087], [0.008, 0.051, 0.038], [-0.037, 0.020, -0.033], [-0.044, -0.014, -0.102], [0.197, 0.210, 0.256], [-0.027, -0.088, -0.060], [-0.035, 0.066, 0.127], [-0.153, 0.137, 0.356], [-0.477, -0.262, -0.106], [0.254, -0.231, -0.133], [0.446, 0.339, -0.071], [-0.028, -0.121, 0.208], [-0.277, 0.236, -0.813], [0.080, -0.591, 0.673], [-0.106, 0.275, -0.238], [-0.407, -0.407, -0.200], [0.690, 1.074, -0.037], [0.017, 0.164, -0.050], [-0.205, -0.477, 0.077], [-0.072, 0.399, -0.419], [0.271, 0.171, 0.296], [-0.356, -0.876, 0.132], [-0.069, -0.156, -0.017], [-0.009, -0.079, 0.015], [-0.118, -0.044, -0.028], [0.012, 0.103, -0.012], [0.094, -0.034, -0.125], [-0.188, 0.118, 0.268], [0.287, -0.096, 0.064], [-0.005, -0.092, 0.024], [0.010, 0.005, 0.011], [0.068, 0.092, 0.062], [0.072, 0.185, -0.024], [0.569, 0.085, -0.049], [-0.046, 0.023, -0.040], [-0.089, 0.064, -0.140], [0.335, 0.094, -0.006], [0.067, 0.016, 0.021], [0.168, -0.023, 0.011], [0.005, -0.233, 0.245], [-0.254, 0.110, 0.145], [-0.622, -0.013, -0.253], [0.077, 0.034, -0.076], [0.127, 0.008, 0.007], [0.008, -0.033, 0.053], [-0.091, -0.011, -0.014], [-0.033, 0.080, 0.022], [-0.157, -0.063, -0.001], [0.033, 0.086, 0.014], [-0.408, -0.485, -0.472], [-0.112, -0.049, 0.209], [-0.023, 0.011, -0.101], [-0.604, -0.280, -0.217], [0.583, 0.144, -0.001], [0.431, -0.002, 0.250], [-0.661, 0.706, -0.210], [-0.019, -0.492, 0.552], [0.190, 0.580, -0.024], [-0.671, -0.632, -0.146], [-0.047, 0.120, -0.130], [-0.233, -0.425, 0.335], [0.088, 0.054, 0.027], [0.080, 0.072, 0.076], [-0.005, 0.068, 0.020], [0.141, 0.061, -0.026], [0.104, 0.050, -0.164], [0.011, -0.088, 0.044], [0.000, -0.009, 0.064], [0.077, 0.161, -0.136], [0.178, 0.068, 0.122], [0.076, -0.187, 0.030], [0.025, -0.072, -0.017], [-0.051, -0.012, -0.052]], "mulliken_charge": [-0.6458, -0.7801, -0.2852, 0.0789, 1.3070, -0.1933, -0.9164, -0.5204, -0.2732, 0.5058, -0.2634, 0.8000, -0.4874, -0.7496, 1.0728, -0.6966, -0.6775, 0.5821, 0.6142, -1.1046, 0.2540, -0.5394, 0.2023, -0.7131, 0.4956, -0.4167, 0.0930, 0.3438, 0.3491, 0.2910, 0.3364, 0.2117, 0.0818, 0.2093, -0.7519, 0.2368, 1.2623, -0.6173, -1.3366, 0.6334, -1.0040, 0.8169, -0.8844, -0.5784, 0.1396, -0.6947, -0.4746, -0.7537, -0.4903, 1.2769, -0.3126, 0.2196, 0.4095, 0.5255, 0.4365, 0.3124, 0.4675, 0.4151, 0.3552, 0.4439, 0.4242, -0.2630, 0.7739, -0.6818, -0.4028, -0.4460, 0.4192, -0.2918, -1.0933, -0.2064, 0.3908, 0.3472, 0.3743, -1.2542, 0.7854, -0.3351, -0.5869, -0.0798, -0.5975, -0.5337, 1.4227, -0.7586, -0.7441, -0.3911, -0.2927, -1.1818, 0.6748, -0.5554, 0.3837, 0.2503, 0.0142, 0.5103, 0.4191, 0.4736, 0.5128, 0.3437, 0.4081, 0.4130, 0.1752, 0.2930, 0.2678]}